H3O2 | ωB97M-V/def2-TZVPD

CARTESIAN COORDINATES (ANGSTROEM)
1 O 1.1357 -0.4125 -0.5500
2 H -0.1536 -0.2619 -0.2070
3 H -1.1980 0.6728 0.6061
4 O -1.2687 0.0406 -0.1185
5 H 1.4846 -0.0390 0.2693

Cartesian forces, eV/Å:
O -0.3 0.0 0.7
H -0.3 0.2 -1.0
H -0.2 0.0 -0.1
O 0.5 -0.2 0.6
H 0.3 -0.1 -0.1

Output
Calculated total energy: -4143.704 eV
Max |F|: 1.10 eV/Å
Total charge: -1
HOMO level: -0.1211 hartree
ΔE to the lowest compared entry with this formula, charge and spin: 2.9 kcal per mole
Orbital gap: 8.81 eV